Molecular formula: C25H21F6GaI2N4O6S2
Method: DFT, ωB97M-V with the def2-TZVPD basis set

The geometry in XYZ format:
```
67
C25H21F6GaI2N4O6S2, DFT ωB97M-V with the def2-TZVPD basis set
Ga 0.6868 -0.0507 -0.3993
C -0.3191 -3.5170 -2.3410
C -0.3887 -3.7718 -0.8664
C -1.1554 -4.7998 -0.3473
C -1.0681 -5.1588 0.9951
C -0.1588 -4.5328 1.8218
C 0.6366 -3.4847 1.3414
C 1.7474 -2.9356 2.1941
C 0.4405 -3.0564 0.0135
N 1.2043 -1.9560 -0.4780
C 2.4167 -2.3306 -0.9810
O 2.8376 -3.4673 -1.0850
C 3.2473 -1.1462 -1.3836
C 4.5604 -1.1481 -1.8089
C 5.1824 0.0881 -1.9750
C 4.5119 1.2671 -1.6698
C 3.1968 1.1638 -1.2519
N 2.6033 -0.0106 -1.1755
C 2.3373 2.2730 -0.7118
O 2.7633 3.4100 -0.7002
N 1.1308 1.8401 -0.2296
C 0.3307 2.9032 0.3195
C 0.1700 2.9767 1.7022
C 0.9091 2.0475 2.6198
C -0.6694 3.9520 2.2235
C -1.2977 4.8603 1.3863
C -1.0709 4.8093 0.0221
C -0.2499 3.8362 -0.5351
C -0.0133 3.8185 -2.0179
H -1.0946 -4.0728 -2.8629
H 0.6513 -3.8578 -2.7099
H -0.4238 -2.4619 -2.5869
H -1.8175 -5.3449 -1.0074
H -1.6872 -5.9566 1.3802
H -0.0438 -4.8517 2.8490
H 1.5537 -3.1254 3.2481
H 1.8968 -1.8634 2.0646
H 2.6816 -3.4309 1.9204
H 5.0665 -2.0876 -1.9743
H 6.2122 0.1285 -2.3045
H 4.9755 2.2408 -1.7234
H 0.6400 1.0055 2.4517
H 0.6702 2.2643 3.6590
H 1.9905 2.1341 2.4863
H -0.8279 3.9964 3.2927
H -1.9529 5.6146 1.8006
H -1.5482 5.5274 -0.6330
H -0.8446 4.2844 -2.5429
H 0.1023 2.8020 -2.4025
H 0.8986 4.3639 -2.2648
F -1.7273 1.2750 -3.7920
C -2.6013 1.4111 -2.7982
F -3.7997 1.0311 -3.2268
F -2.6651 2.6845 -2.4420
S -2.1116 0.3730 -1.3009
O -1.8592 1.2968 -0.2254
O -0.7693 -0.2067 -1.7473
N -3.2391 -0.5864 -0.9519
S -3.4362 0.9499 2.1389
O -2.0294 0.2451 2.5714
O -3.5246 2.0812 3.0406
C -4.5476 -0.3395 2.9743
F -4.1086 -1.5928 2.7854
F -5.7604 -0.2415 2.4127
F -4.6648 -0.1274 4.2783
I -1.1333 -1.3306 1.7112
I -3.6433 -2.1110 -2.2504
```

Values from the calculation:
E_LUMO: -1.016 eV
HOMO energy: -8.616 eV
Kohn-Sham gap: 0.2793 hartree
calculated total energy: -151064.3875 eV
2S+1: 1
charge: 0
maximum force: 0.962 eV/Å

---

Molecular formula: C25H21N3O6Tm
Method: DFT, ωB97M-V with the def2-TZVPD basis set

The geometry in XYZ format:
```
56
C25H21N3O6Tm, DFT ωB97M-V with the def2-TZVPD basis set
Tm 0.8590 0.0165 -0.3360
O 2.0775 1.4341 0.8989
C 1.2093 2.6273 0.8220
C -0.2710 1.9930 0.8254
O -1.0060 2.1068 1.7753
O -0.5271 1.3601 -0.2566
C 1.3019 3.2741 -0.5481
C 1.7255 2.5486 -1.6700
C 1.6561 3.1255 -2.9329
C 1.1897 4.4202 -3.0896
C 0.7766 5.1417 -1.9828
C 0.7997 4.5598 -0.7283
C 1.5184 3.5111 2.0142
C 1.1106 3.1130 3.2845
C 1.3479 3.9235 4.3811
C 2.0224 5.1228 4.2304
C 2.5108 5.4823 2.9855
C 2.2705 4.6768 1.8862
H 2.9782 1.7719 1.0670
H 2.1990 1.5496 -1.5892
H 1.9837 2.5620 -3.7944
H 1.1477 4.8618 -4.0718
H 0.4221 6.1550 -2.0887
H 0.4276 5.1099 0.1206
H 0.5852 2.1807 3.4095
H 0.9918 3.6180 5.3528
H 2.1781 5.7690 5.0800
H 3.0726 6.3956 2.8603
H 2.6650 4.9658 0.9242
N -5.1609 -8.3461 -3.5127
C -4.6436 -7.5114 -2.9248
C -3.9966 -6.4613 -2.2248
C -4.5409 -5.9433 -1.0505
C -3.9177 -4.8949 -0.4030
C -2.7484 -4.3416 -0.9216
C -2.1951 -4.8731 -2.0859
C -2.8107 -5.9271 -2.7293
N -2.1373 -3.2437 -0.2760
C -2.6404 -2.5350 0.7836
C -1.7360 -1.5602 1.0750
N -0.6736 -1.6567 0.2089
C -0.9558 -2.6782 -0.5923
H -5.4509 -6.3617 -0.6487
H -4.3544 -4.5145 0.5056
H -1.2928 -4.4645 -2.5103
H -2.3789 -6.3377 -3.6285
H -3.5828 -2.7422 1.2446
H -1.7845 -0.8078 1.8426
H -0.3016 -3.0170 -1.3799
C 2.7710 -2.7322 0.5610
O 2.3503 -1.3645 0.5418
H 2.0308 -3.2723 1.1554
H 3.7656 -2.8179 1.0049
H 2.7815 -3.1329 -0.4584
O 1.7259 -1.1079 -1.6638
O 2.6547 -0.7283 -0.7422
```

Values from the calculation:
E_LUMO (spin up / spin down): -2.897 / -2.904 eV
HOMO energy (spin up / spin down): -11.789 / -11.789 eV
Kohn-Sham gap (spin up / spin down): 0.3268 / 0.3265 hartree
calculated total energy: -72541.5355 eV
expectation value of S²: 2.00
2S+1: 3
charge: +1
maximum force: 5.369 eV/Å

---

Molecular formula: C25H21N4O3Rb
Method: DFT, ωB97M-V with the def2-TZVPD basis set

The geometry in XYZ format:
```
54
C25H21N4O3Rb, DFT ωB97M-V with the def2-TZVPD basis set
Rb 0.9101 0.3011 0.2097
O 1.6902 1.0679 2.4981
C 1.1480 2.1849 2.6873
C 1.9408 3.3877 2.7903
C 1.4021 4.6254 3.0050
C 0.0119 4.7947 3.1321
C -0.7912 3.6806 3.0174
C -0.2846 2.3882 2.8261
C -1.2444 1.3056 2.8210
N -1.0032 0.0587 2.8907
C -2.1243 -0.8358 3.0003
C -1.9474 -2.0924 2.1542
N -1.9631 -1.7574 0.7437
C -1.2062 -2.3964 -0.0612
C -0.3769 -3.5851 0.1756
C -0.9121 -4.7107 0.7956
C -0.1927 -5.8859 0.9443
C 1.1179 -5.9240 0.4534
C 1.6803 -4.8307 -0.1609
C 0.9755 -3.5884 -0.3314
O 1.5035 -2.5759 -0.8717
H 3.0121 3.2681 2.6730
H 2.0524 5.4928 3.0663
H -0.4166 5.7778 3.3020
H -1.8695 3.7988 3.1040
H -2.2995 1.6443 2.8164
H -3.0799 -0.3503 2.7321
H -2.1968 -1.1617 4.0476
H -2.7860 -2.7620 2.3836
H -1.0198 -2.5945 2.4488
H -1.1943 -2.0132 -1.0860
H -1.9381 -4.6700 1.1499
H -0.6365 -6.7524 1.4212
H 1.6989 -6.8363 0.5617
H 2.6993 -4.8714 -0.5314
O 2.0098 2.0268 -1.2814
C 2.3414 3.2055 -0.9891
C 3.7254 3.5985 -0.9171
C 4.1274 4.8741 -0.6162
C 3.1873 5.8807 -0.3616
C 1.8458 5.5482 -0.4040
C 1.3934 4.2596 -0.6925
C -0.0338 3.9678 -0.6338
N -0.6875 2.9342 -1.1359
C -2.0063 3.1104 -0.8106
C -2.1733 4.2559 -0.0935
N -0.9158 4.8002 0.0070
H 4.4511 2.8151 -1.1077
H 5.1871 5.1118 -0.5749
H 3.5009 6.8923 -0.1307
H 1.1201 6.3336 -0.2098
H -2.7510 2.3864 -1.1032
H -3.0327 4.7153 0.3650
H -0.6470 5.5180 0.6532
```

Values from the calculation:
E_LUMO: 4.234 eV
HOMO energy: -1.352 eV
Kohn-Sham gap: 0.2053 hartree
calculated total energy: -39025.8589 eV
2S+1: 1
charge: -2
maximum force: 1.223 eV/Å

---

Molecular formula: C25H21N4O4PS2Ti
Method: DFT, ωB97M-V with the def2-TZVPD basis set

The geometry in XYZ format:
```
58
C25H21N4O4PS2Ti, DFT ωB97M-V with the def2-TZVPD basis set
Ti -0.1830 1.2665 -1.1240
N 7.6249 2.5523 0.8286
C 6.3803 2.3873 0.2393
C 6.2055 1.4684 -0.7979
C 4.9706 1.3340 -1.4003
C 3.9048 2.1205 -0.9908
C 4.0627 3.0306 0.0401
C 5.2974 3.1731 0.6418
S 2.2717 1.7145 -1.5882
O 1.4060 2.8915 -1.5407
O 2.4001 1.1024 -2.8892
N 1.7426 0.7126 -0.4523
C 1.4986 -0.5413 -0.9718
N 2.2548 -1.5639 -0.6738
C 1.9125 -2.7482 -1.2347
C 0.7911 -2.8779 -2.0396
C 0.0269 -1.7513 -2.2760
N 0.3977 -0.5448 -1.7747
H 8.2488 1.7629 0.7574
H 7.6152 2.9778 1.7424
H 7.0402 0.8516 -1.1050
H 4.8003 0.6069 -2.1782
H 3.2047 3.5999 0.3616
H 5.4413 3.8786 1.4471
H 2.5738 -3.5714 -1.0051
H 0.5200 -3.8277 -2.4736
H -0.8615 -1.7728 -2.8984
O -2.6727 3.3263 -1.6808
C -2.4555 2.1265 -1.6617
O -1.5440 1.5287 -2.3570
C -3.3792 1.1634 -0.8756
P -2.3038 -0.2527 -0.3447
C -2.1535 -0.0723 1.4698
C -0.9204 -0.4004 2.0327
C -0.7516 -0.3779 3.4043
C -1.8053 -0.0043 4.2296
C -3.0275 0.3322 3.6752
C -3.2093 0.2856 2.3024
C -3.5157 -1.6399 -0.3174
C -4.3096 -1.9430 -1.4294
C -5.0662 -3.0970 -1.4686
C -5.0240 -4.0076 -0.4209
C -4.1927 -3.7508 0.6605
C -3.4412 -2.5963 0.7033
H -4.1643 0.8089 -1.5527
H -3.8390 1.6906 -0.0350
H -0.0956 -0.6512 1.3655
H 0.2033 -0.6405 3.8340
H -1.6681 0.0339 5.3007
H -3.8496 0.6186 4.3152
H -4.1761 0.5095 1.8728
H -4.3355 -1.2562 -2.2663
H -5.6944 -3.2988 -2.3264
H -5.6246 -4.9066 -0.4522
H -4.1245 -4.4594 1.4755
H -2.7950 -2.4173 1.5500
S -0.9200 2.9257 1.8674
C -0.6932 2.1886 0.4858
```

Values from the calculation:
E_LUMO (spin up / spin down): 2.613 / 2.546 eV
HOMO energy (spin up / spin down): -2.052 / -5.866 eV
Kohn-Sham gap (spin up / spin down): 0.1715 / 0.3091 hartree
calculated total energy: -94491.0758 eV
expectation value of S²: 3.78
2S+1: 4
charge: -1
maximum force: 2.603 eV/Å

---

Molecular formula: C25H21N5O2ReS
Method: DFT, ωB97M-V with the def2-TZVPD basis set

The geometry in XYZ format:
```
55
C25H21N5O2ReS, DFT ωB97M-V with the def2-TZVPD basis set
Re 0.1996 0.4175 -0.2593
O -7.7636 1.8440 -0.3279
C -6.8028 1.6440 0.2207
O -5.8047 1.4170 0.8869
C -4.3673 1.2607 0.5490
C -3.5843 1.1245 1.6580
C -2.2383 0.9744 1.3896
N -1.8134 0.9581 0.1042
C -2.6343 1.1021 -0.9640
C -3.9931 1.2612 -0.7615
C -1.9325 1.0909 -2.2724
C -2.5507 1.4243 -3.4485
C -1.8053 1.4759 -4.6232
C -0.4595 1.1888 -4.5660
C 0.1161 0.8485 -3.3516
N -0.5879 0.7912 -2.2082
C -1.1422 0.8340 2.3884
C -1.3392 1.0361 3.7301
C -0.2551 0.9762 4.5999
C 0.9930 0.7206 4.0782
C 1.1368 0.5238 2.7130
N 0.1025 0.5668 1.8593
H -3.9958 1.1327 2.6606
H -4.6911 1.3734 -1.5851
H -3.6092 1.6602 -3.4732
H -2.2774 1.7453 -5.5612
H 0.1597 1.2181 -5.4546
H 1.1643 0.6042 -3.2742
H -2.3271 1.2644 4.1132
H -0.3908 1.1437 5.6617
H 1.8690 0.6734 4.7141
H 2.1019 0.3256 2.2692
C 1.9276 -2.4223 1.4344
N 0.5642 -2.8628 1.7843
C -0.5054 -2.7819 1.0135
N -1.5870 -3.4840 1.3609
S -0.6020 -1.8660 -0.4687
H 2.5129 -3.2672 1.0774
H 2.4082 -2.0096 2.3198
H 1.8722 -1.6731 0.6624
H 0.4981 -3.4744 2.5852
H -1.5276 -4.2421 2.0257
H -2.3639 -3.5000 0.7234
C 1.9451 0.1228 -0.6122
C 3.3215 -0.0761 -0.9505
C 4.3306 0.6832 -0.3519
C 5.6432 0.5053 -0.7422
C 5.9520 -0.4369 -1.7180
C 4.9555 -1.2030 -2.3150
C 3.6367 -1.0226 -1.9359
H 4.0748 1.4207 0.4035
H 6.4284 1.0994 -0.2932
H 6.9850 -0.5770 -2.0172
H 5.2110 -1.9347 -3.0723
H 2.8419 -1.6195 -2.3785
```

Values from the calculation:
E_LUMO: -10.166 eV
HOMO energy: -15.725 eV
Kohn-Sham gap: 0.2043 hartree
calculated total energy: -50749.7477 eV
2S+1: 1
charge: +3
maximum force: 2.715 eV/Å

---

Molecular formula: C25H21N6O3Os
Method: DFT, ωB97M-V with the def2-TZVPD basis set

The geometry in XYZ format:
```
56
C25H21N6O3Os, DFT ωB97M-V with the def2-TZVPD basis set
Os -2.0368 1.0411 -2.4756
O 1.7077 -0.3825 -2.7941
C 0.5294 -0.2250 -2.8306
N -0.1500 1.0209 -2.9240
C 0.5337 2.2670 -3.0422
O 1.7034 2.4056 -3.1931
C -0.4467 3.4059 -2.9366
C -0.0197 4.7089 -3.0257
C -0.9757 5.7219 -2.9677
C -2.3144 5.3830 -2.8409
C -2.6680 4.0496 -2.7404
N -1.7448 3.0716 -2.7672
C -0.4680 -1.3566 -2.7720
C -0.0610 -2.6683 -2.8492
C -1.0345 -3.6622 -2.8995
C -2.3725 -3.2966 -2.8705
C -2.7040 -1.9581 -2.7658
N -1.7638 -1.0011 -2.7012
H 1.0368 4.9023 -3.1566
H -0.6779 6.7601 -3.0361
H -3.0852 6.1408 -2.8255
H -3.7050 3.7589 -2.6325
H 0.9976 -2.8821 -2.9108
H -0.7554 -4.7038 -2.9882
H -3.1575 -4.0367 -2.9400
H -3.7398 -1.6424 -2.7400
C 5.1769 -1.8150 2.4870
C 3.7666 -1.7785 2.9202
C 2.7089 -2.0371 2.0031
C 1.4043 -2.0132 2.3918
C 1.0775 -1.7322 3.7497
N -0.1895 -1.6950 4.2127
C -1.4149 -2.0744 3.5740
O -2.1220 -2.8697 4.1072
N -1.7689 -1.5117 2.3537
C -1.4334 -0.3332 1.6874
C -0.5884 0.6627 2.1823
C -0.3361 1.7798 1.4057
C -0.9180 1.9006 0.1608
N -1.7518 0.9597 -0.3091
C -2.0079 -0.1238 0.4344
C 2.1338 -1.4760 4.6787
C 3.4276 -1.4900 4.2702
H 5.2958 -2.1827 1.4720
H 5.7838 -2.4056 3.1793
H 5.6153 -0.8106 2.5493
H 2.9596 -2.2833 0.9796
H 0.6213 -2.2674 1.6908
H -0.2845 -1.7755 5.2224
H -2.6010 -1.9773 2.0121
H -0.1499 0.5869 3.1661
H 0.3081 2.5687 1.7673
H -0.7308 2.7668 -0.4545
H -2.7117 -0.8439 0.0351
H 1.8864 -1.2668 5.7130
H 4.2153 -1.2846 4.9840
```

Values from the calculation:
E_LUMO (spin up / spin down): -13.590 / -13.576 eV
HOMO energy (spin up / spin down): -15.599 / -15.585 eV
Kohn-Sham gap (spin up / spin down): 0.0738 / 0.0738 hartree
calculated total energy: -43786.8745 eV
2S+1: 1
charge: +3
maximum force: 2.249 eV/Å

---

Molecular formula: C25H21N6OPPt
Method: DFT, ωB97M-V with the def2-TZVPD basis set

The geometry in XYZ format:
```
55
C25H21N6OPPt, DFT ωB97M-V with the def2-TZVPD basis set
Pt 0.2242 -0.4979 -1.9030
O 2.5807 -1.5565 -3.2111
N 2.3586 -0.9156 -1.9969
C 3.2104 -1.2214 -1.0880
C 3.2191 -0.8134 0.2988
C 4.4698 -0.8239 0.9343
C 4.6061 -0.4512 2.2601
C 3.4872 -0.0678 2.9844
C 2.2369 -0.0663 2.3839
C 2.0869 -0.4419 1.0527
P 0.3852 -0.5899 0.4281
C -0.3227 -2.1620 0.9798
C -0.4177 -2.5112 2.3253
C -1.0412 -3.6977 2.6738
C -1.5504 -4.5361 1.6932
C -1.4337 -4.2014 0.3507
C -0.8203 -3.0151 -0.0059
C -0.5466 0.7879 1.1182
C -1.7339 0.6132 1.8270
C -2.4185 1.7249 2.2874
C -1.9607 2.9998 1.9972
C -0.8113 3.1765 1.2352
C -0.0992 2.0760 0.8057
H 2.3480 -0.9609 -3.9432
H 4.0562 -1.8391 -1.3949
H 5.3403 -1.1223 0.3694
H 5.5786 -0.4711 2.7300
H 3.5765 0.2144 4.0228
H 1.3618 0.2220 2.9517
H -0.0072 -1.8665 3.0884
H -1.1297 -3.9625 3.7168
H -2.0318 -5.4587 1.9784
H -1.8209 -4.8651 -0.4078
H -0.7045 -2.7394 -1.0598
H -2.1066 -0.3847 2.0206
H -3.3110 1.5912 2.8794
H -2.5043 3.8599 2.3557
H -0.4743 4.1698 0.9838
H 0.8154 2.1961 0.2386
N -4.0656 -0.0647 -2.3368
C -3.0582 -0.9447 -2.3973
N -1.9165 -0.2836 -2.4268
C -2.2971 1.0352 -2.3968
N -3.6025 1.1728 -2.3371
C -1.3109 2.0819 -2.4726
C -1.6232 3.4508 -2.5055
N -0.6758 4.3472 -2.5686
C 0.5809 3.9615 -2.6494
C 0.9155 2.6064 -2.6413
N -0.0315 1.6908 -2.5268
H -5.0634 -0.2315 -2.3280
H -3.1714 -2.0075 -2.4559
H -2.6494 3.7814 -2.4671
H 1.3338 4.7328 -2.7194
H 1.9426 2.2773 -2.7331
```

Values from the calculation:
E_LUMO (spin up / spin down): -6.316 / -8.060 eV
HOMO energy (spin up / spin down): -13.622 / -15.008 eV
Kohn-Sham gap (spin up / spin down): 0.2685 / 0.2553 hartree
calculated total energy: -49773.1410 eV
expectation value of S²: 2.01
2S+1: 3
charge: +2
maximum force: 1.305 eV/Å

---

Molecular formula: C25H22Br3OS
Method: DFT, ωB97M-V with the def2-TZVPD basis set

The geometry in XYZ format:
```
52
C25H22Br3OS, DFT ωB97M-V with the def2-TZVPD basis set
Br -2.3114 -4.5901 3.5499
C -1.7947 -3.4401 2.1391
C -0.6991 -3.7629 1.3122
C -0.2915 -2.8706 0.3050
C -0.9277 -1.6229 0.1356
C -0.3998 -0.6327 -0.8035
C -1.1591 0.5234 -1.1432
C -0.8833 1.4401 -2.1338
C -1.7125 2.5508 -2.5397
C -1.3145 3.3317 -3.6671
C -2.0665 4.4078 -4.1283
C -3.2809 4.7437 -3.5062
Br -4.2912 6.2015 -4.1567
C -3.6801 4.0191 -2.3641
C -2.9177 2.9415 -1.8946
C -2.0582 -1.3365 0.9435
C -2.5122 -2.2622 1.9041
H -0.1690 -4.6831 1.5006
H 0.4884 -3.2114 -0.3907
H 0.2418 -1.1079 -1.6222
H -2.1007 0.7301 -0.5776
H -0.0026 1.3162 -2.7828
H -0.4150 3.0570 -4.2049
H -1.7447 4.9891 -4.9872
H -4.6099 4.3361 -1.8793
H -3.2788 2.3800 -1.0161
H -2.6478 -0.4371 0.8115
H -3.3889 -2.0405 2.5046
C 3.9268 0.9608 -0.5406
S 2.3169 0.6419 -1.3594
C 3.0335 -0.5216 -2.5804
C 1.4776 -0.3494 -0.1870
C 1.4496 0.3146 1.1602
C 1.3075 -0.6008 2.3499
C 2.1664 -1.6866 2.5519
C 1.9867 -2.5157 3.6614
C 0.9678 -2.2083 4.5698
Br 0.5111 -3.4398 5.9936
C 0.1763 -1.0446 4.4512
C 0.3678 -0.2346 3.3290
O 1.4107 1.5510 1.3079
H 4.3957 1.7171 -1.1790
H 3.7938 1.3959 0.4518
H 4.5255 0.0433 -0.5306
H 3.3275 0.0915 -3.4408
H 3.9254 -1.0053 -2.1506
H 2.3006 -1.2519 -2.9542
H 1.7577 -1.4176 -0.3275
H 2.9793 -1.8942 1.8532
H 2.5985 -3.3979 3.8492
H -0.5604 -0.7916 5.2069
H -0.2149 0.6739 3.2060
```

Values from the calculation:
E_LUMO: -3.937 eV
HOMO energy: -10.919 eV
Kohn-Sham gap: 0.2566 hartree
calculated total energy: -249283.3419 eV
2S+1: 1
charge: +1
maximum force: 4.041 eV/Å